10
Properties=species:S:1:pos:R:3:forces:R:3:mulliken_charge:R:1 method="wB97M-V/def2-TZVPD" lumo_energy_ev=-0.35 de_lowest_ev=4.266 largest_force_ev_per_a=7.1 spin_multiplicity=1 total_charge=0
C -0.6213 0.0232 0.4684 3.834 3.062 -1.721 -0.2874
C 0.6709 -0.5546 -0.3116 1.239 0.658 -0.180 0.2763
H -1.2224 0.7108 -1.4755 0.186 0.034 1.062 0.2660
H -0.8505 1.9826 -0.3384 -1.324 -3.313 -0.688 0.2617
H -1.1240 -0.9162 0.8815 0.168 1.879 -0.224 0.2552
H -0.0943 0.9786 1.1768 -1.492 -3.916 -0.840 0.2342
H 1.6061 -1.4163 1.5082 -1.821 0.062 -5.088 0.3675
N -1.2762 0.9606 -0.4719 -0.002 2.169 0.412 -0.6207
O 1.3775 -1.4734 0.3059 1.642 -1.528 6.702 -0.4970
S 1.5340 -0.2953 -1.7433 -2.429 0.893 0.565 -0.2559